No. 1
{"formula": "C6H8", "method": "wB97M-V/def2-TZVPD", "total_energy_ha": -233.34878, "smiles": "C1=C[C@H]2C[C@H]2C1", "e_above_lowest_ev": 1.040, "orbital_gap_ev": 10.16, "molar_mass_g_mol": 80.1, "symbols": ["C", "C", "C", "C", "C", "C", "H", "H", "H", "H", "H", "H", "H", "H"], "coordinates": [[1.34863, -0.32870, 0.68908], [0.29564, -1.13467, 0.78349], [-0.70173, -0.82823, -0.27167], [-1.59608, 0.35446, 0.02497], [-0.32823, 0.53067, -0.78529], [1.04828, 0.86331, -0.20520], [2.31997, -0.52645, 1.12620], [0.13129, -2.00870, 1.40731], [-0.70670, -1.73768, -0.87125], [-1.61088, 0.66947, 1.06736], [-2.53059, 0.57062, -0.49490], [-0.51838, 0.80403, -1.82142], [1.07731, 1.79737, 0.37325], [1.77147, 0.97448, -1.02194]], "mulliken_charge": [-0.3138, -0.6336, -0.1298, -0.7794, -0.1700, -0.6471, 0.3976, 0.4294, 0.3742, 0.2304, 0.2861, 0.3814, 0.2577, 0.3169]}



No. 2
{"formula": "C4H8N3O", "method": "wB97M-V/def2-TZVPD", "total_energy_ha": -396.40356, "charge": 1, "e_above_lowest_ev": 3.611, "orbital_gap_ev": [8.00, 7.15], "molar_mass_g_mol": 114.1, "symbols": ["C", "C", "C", "C", "N", "N", "N", "O", "H", "H", "H", "H", "H", "H", "H", "H"], "coordinates": [[1.76763, 0.13583, -0.91816], [-2.22626, -0.27529, -0.10428], [0.69317, -1.13868, 0.65237], [0.37196, 0.31080, 0.79814], [1.61320, -1.10672, -0.46258], [1.07181, 0.97550, -0.17369], [-3.10574, 0.63175, -0.36141], [-1.99625, -1.43484, -0.17887], [2.38270, 0.41236, -1.75312], [1.12430, -1.61408, 1.54294], [-0.23034, -1.72327, 0.38442], [0.02702, 0.80242, 1.68149], [2.05017, -1.92909, -0.84583], [1.05418, 1.97755, -0.29030], [-2.94912, 1.59910, -0.11982], [-4.02823, 0.38250, -0.73381]], "mulliken_charge": [-0.1441, 0.3996, -0.0225, -0.6725, -0.1046, 0.0118, -0.3022, -0.4875, 0.4080, 0.2882, 0.2314, 0.4752, 0.1963, 0.2176, 0.2490, 0.2563]}



No. 3
{"formula": "C9H6HgN2O4", "method": "wB97M-V/def2-TZVPD", "total_energy_ha": -909.67670, "charge": 2, "e_above_lowest_ev": 3.260, "orbital_gap_ev": 6.02, "molar_mass_g_mol": 406.7, "symbols": ["O", "C", "Hg", "C", "C", "O", "O", "N", "C", "O", "C", "C", "C", "C", "N", "C", "H", "H", "H", "H", "H", "H"], "coordinates": [[0.12535, 1.65820, -5.89897], [0.12535, 1.03070, -4.95387], [0.12405, -0.63810, -2.44067], [1.68525, -1.39110, -2.93897], [-1.43825, -1.38860, -2.93957], [2.67955, -1.87090, -3.25607], [-2.43295, -1.86690, -3.25747], [-0.79545, -0.66430, 4.10113], [-0.82615, -0.98420, 2.78343], [-1.32725, -2.05320, 2.45843], [-0.26675, -0.09000, 1.71803], [0.30795, 1.16930, 1.98403], [0.82385, 1.94580, 0.93933], [0.76845, 1.46600, -0.37157], [0.21155, 0.25430, -0.61797], [-0.29755, -0.51670, 0.37863], [-1.18995, -1.31430, 4.79703], [-0.38605, 0.21040, 4.44983], [0.37435, 1.56700, 2.98463], [1.27125, 2.90820, 1.14813], [1.17885, 2.04810, -1.18517], [-0.71535, -1.47960, 0.11763]], "mulliken_charge": [-0.0375, 0.0658, 1.1365, 0.3154, 0.2786, -0.1322, -0.1113, -0.3501, 0.4233, -0.6032, -0.0410, -0.2282, -0.8224, -0.0891, -0.5528, 0.5442, 0.2683, 0.1588, 0.3417, 0.4309, 0.4487, 0.5556]}



No. 4
{"formula": "C20H19AuF6N7O2PSb", "method": "wB97M-V/def2-TZVPD", "total_energy_ha": -2623.28783, "charge": 2, "e_above_lowest_ev": 0.440, "spin_multiplicity": 2, "orbital_gap_ev": [6.19, 5.14], "molar_mass_g_mol": 853.1, "symbols": ["Au", "C", "N", "C", "C", "N", "C", "P", "C", "N", "C", "C", "N", "C", "C", "N", "C", "C", "N", "C", "H", "H", "H", "H", "H", "H", "H", "H", "H", "H", "H", "H", "H", "H", "H", "O", "C", "N", "C", "O", "C", "C", "C", "C", "C", "C", "H", "H", "H", "H", "F", "Sb", "F", "F", "F", "F", "F"], "coordinates": [[-0.21591, 0.39363, -0.32414], [1.37031, -2.64694, 3.93908], [0.78432, -1.49584, 3.24202], [0.23708, -0.40766, 3.85704], [-0.19562, 0.43648, 2.87983], [0.08650, -0.14582, 1.67450], [0.68696, -1.32328, 1.91335], [1.33697, -2.50554, 0.69135], [2.19844, -1.23851, -0.31141], [1.74530, -0.00286, -0.53886], [2.65844, 0.68948, -1.29046], [3.71466, -0.14428, -1.47536], [3.41484, -1.33452, -0.85638], [4.27034, -2.52539, -0.89494], [-0.20296, -2.63050, -0.27777], [-0.98266, -1.58844, -0.52910], [-2.07477, -1.99027, -1.24269], [-1.96018, -3.34034, -1.38799], [-0.79168, -3.72489, -0.77874], [-0.26182, -5.09147, -0.77571], [1.28930, -2.46757, 5.00642], [2.41959, -2.75111, 3.67441], [0.82477, -3.55352, 3.68929], [0.19813, -0.31156, 4.92832], [-0.67318, 1.39351, 2.96418], [2.50875, 1.71014, -1.59899], [4.65580, 0.01933, -1.97172], [5.30664, -2.20412, -0.93902], [4.02875, -3.11580, -1.77608], [4.11915, -3.11459, 0.00520], [-2.85049, -1.31313, -1.55677], [-2.62059, -4.05189, -1.85363], [-1.09550, -5.78694, -0.75132], [0.35203, -5.24298, 0.10800], [0.32861, -5.25547, -1.67445], [-0.94750, 2.76498, -2.73441], [-0.62886, 1.69207, -3.12825], [-0.24896, 0.55109, -2.31143], [0.24441, -0.49393, -3.12601], [0.75178, -1.52052, -2.73296], [0.03598, -0.06333, -4.52486], [0.30120, -0.74224, -5.69718], [0.00476, -0.08251, -6.88690], [-0.52697, 1.20561, -6.88490], [-0.78143, 1.88405, -5.69498], [-0.49018, 1.21536, -4.52522], [0.71868, -1.73978, -5.69207], [0.18977, -0.57674, -7.83080], [-0.74345, 1.68962, -7.82754], [-1.18847, 2.88583, -5.68628], [-2.23515, 0.94745, -0.10744], [-2.42228, 3.00129, 0.18924], [-1.88035, 2.69378, 1.95453], [-0.47852, 2.64874, -0.16874], [-2.04884, 4.80229, 0.26418], [-2.97781, 3.03109, -1.56824], [-4.15992, 2.70694, 0.74999]], "mulliken_charge": [1.3103, -0.7653, 0.1550, -0.5933, -0.7170, 0.0287, 0.4192, -0.2633, 0.0539, 0.1288, -0.7982, -0.4439, 0.1676, -0.8174, 0.1020, 0.1973, -0.7718, -0.5875, 0.1561, -0.8233, 0.3257, 0.3380, 0.3297, 0.4503, 0.6929, 0.5492, 0.5512, 0.3516, 0.3270, 0.3610, 0.5700, 0.5380, 0.3509, 0.3578, 0.3224, -0.4794, -0.0332, 0.6212, 0.3867, -0.5011, 0.4217, -0.3377, -0.6268, -0.5192, -0.5317, 0.0939, 0.5384, 0.4533, 0.4372, 0.5619, -0.7723, 2.4588, -0.5246, -0.7401, -0.4820, -0.4885, -0.4902]}



No. 5
{"formula": "C17H29LuN2S", "method": "wB97M-V/def2-TZVPD", "total_energy_ha": -2407.63289, "charge": 2, "e_above_lowest_ev": 6.885, "orbital_gap_ev": 4.51, "molar_mass_g_mol": 468.5, "symbols": ["C", "H", "H", "H", "C", "H", "H", "C", "H", "H", "H", "C", "C", "C", "C", "C", "C", "C", "C", "C", "C", "Lu", "H", "H", "H", "H", "H", "H", "H", "H", "H", "H", "H", "H", "H", "H", "H", "C", "N", "C", "C", "N", "C", "S", "H", "H", "H", "H", "H", "H"], "coordinates": [[1.82687, -1.75080, 1.10293], [1.62418, -2.46321, 1.93649], [2.41688, -2.37531, 0.42556], [-2.05779, -1.76568, 2.19682], [2.64454, -0.59455, 1.64673], [2.75567, 0.21546, 0.90427], [2.09920, -0.16115, 2.49954], [4.04346, -1.02613, 2.13494], [4.66696, -0.15548, 2.37780], [3.95034, -1.61161, 3.05723], [4.57834, -1.63703, 1.39197], [-0.54161, 0.66646, -1.52556], [0.87549, 0.72841, -1.56546], [1.37630, -0.58553, -1.64136], [0.26963, -1.49385, -1.60045], [-0.93269, -0.70517, -1.55337], [-2.29230, -1.18592, -1.90482], [0.33003, -2.95032, -1.88640], [2.78894, -0.97185, -1.87840], [1.66965, 1.96965, -1.73082], [-1.45958, 1.80258, -1.75188], [-0.31278, -1.18670, 1.04644], [-0.53537, -3.48489, -1.46931], [0.33908, -3.14933, -2.97427], [1.23968, -3.40440, -1.46733], [-2.39653, -2.26787, -1.74887], [-3.05980, -0.68401, -1.29919], [-2.54255, -0.98296, -2.96414], [-0.95701, 2.76862, -1.60046], [-1.85499, 1.80535, -2.78507], [-2.32106, 1.76587, -1.07096], [2.68644, 1.86010, -1.33557], [1.75996, 2.23756, -2.79649], [1.19982, 2.81891, -1.21982], [3.13381, -1.76512, -1.20542], [2.92332, -1.35324, -2.90433], [3.46688, -0.11936, -1.74384], [-4.24425, 1.49309, 1.21770], [-2.91655, 1.66196, 1.78490], [-2.31413, 2.83505, 2.22867], [-1.06607, 2.52615, 2.62383], [-0.91162, 1.15185, 2.39535], [-2.09800, 0.62802, 1.91253], [-2.82182, -0.94943, 1.41025], [-4.18002, 1.32773, 0.12831], [-4.72603, 0.61513, 1.67627], [-4.87242, 2.36524, 1.41159], [-2.84163, 3.77830, 2.24234], [-0.27553, 3.12339, 3.05309], [-0.13337, 0.63603, 2.81804]], "mulliken_charge": [-1.1699, 0.5960, 0.2699, 0.2759, 0.2544, 0.0366, 0.1779, -1.4165, 0.3774, 0.3542, 0.3459, 0.7518, 0.3190, 0.4852, 0.4543, 0.4435, -1.0056, -1.5691, -1.3853, -2.0744, -1.2546, 0.8630, 0.3333, 0.3414, 0.4024, 0.3122, 0.1242, 0.3427, 0.3657, 0.3131, 0.0465, 0.4283, 0.3665, 0.4429, 0.2776, 0.3398, 0.3574, -0.9234, 0.2568, -0.2287, -0.5334, 0.0293, 0.3304, -0.1660, 0.3274, 0.4468, 0.3428, 0.4896, 0.4909, 0.2140]}



No. 6
{"formula": "C16H28InN2O7", "method": "wB97M-V/def2-TZVPD", "total_energy_ha": -1452.55836, "e_above_lowest_ev": 0.095, "spin_multiplicity": 2, "orbital_gap_ev": [7.44, 5.23], "molar_mass_g_mol": 475.2, "symbols": ["In", "C", "C", "C", "O", "C", "C", "C", "O", "O", "O", "H", "H", "C", "C", "C", "O", "C", "N", "H", "H", "H", "H", "H", "H", "H", "H", "H", "H", "H", "C", "O", "C", "C", "N", "C", "C", "O", "C", "H", "H", "H", "H", "H", "H", "H", "H", "H", "H", "H", "H", "H", "H", "H"], "coordinates": [[1.17732, -0.45707, -0.74748], [-0.60551, -3.67454, 2.99691], [-0.39664, -2.69836, 1.91865], [-1.67525, -2.05286, 1.09391], [-1.42067, -1.08786, 0.36522], [-2.98075, -2.45688, 1.48201], [-3.11947, -3.32640, 2.52103], [-1.91736, -4.02394, 3.21781], [-2.03437, -4.96126, 4.07680], [-4.36230, -3.67282, 2.76562], [0.66072, -2.36310, 1.43804], [0.15635, -4.08323, 3.64416], [-3.79859, -1.95792, 0.98344], [-3.26605, 0.99313, -2.98418], [-2.06522, 0.12224, -2.63097], [-1.19350, -0.43433, -3.79010], [0.02595, -1.06246, -3.28684], [0.44960, -2.08267, -4.24060], [-1.38869, 0.94406, -1.70391], [-3.04081, 1.82158, -3.65575], [-3.74969, 1.38299, -2.08853], [-4.03890, 0.36544, -3.42781], [-2.49849, -0.72029, -2.09197], [-0.93839, 0.41231, -4.42744], [-1.77775, -1.04267, -4.48052], [1.49269, -2.27823, -3.99195], [0.49479, -1.58254, -5.20803], [-0.28578, -2.87241, -4.39430], [-1.15586, 1.78145, -2.21837], [-2.02046, 1.18057, -0.95223], [0.95773, -0.53566, 3.67761], [0.77982, 0.36546, 2.53680], [-0.13950, 1.49236, 2.70835], [-0.10400, 2.44014, 1.52504], [0.86438, 2.33747, 0.43292], [2.14179, 2.75208, 0.94974], [3.30801, 2.66703, -0.03482], [3.54389, 1.35304, -0.45850], [4.81596, 1.20838, -1.14290], [1.70856, -1.31309, 3.53637], [0.05662, -1.06408, 3.98889], [1.39087, 0.05442, 4.48526], [0.17147, 2.11159, 3.54975], [-1.18498, 1.19704, 2.79693], [-0.07811, 3.45688, 1.91704], [-0.98484, 2.42997, 0.88309], [0.71913, 3.02563, -0.29196], [2.43530, 2.19833, 1.84154], [2.17474, 3.74538, 1.39737], [4.20352, 3.16504, 0.33685], [3.07881, 3.26186, -0.91897], [5.59949, 1.58969, -0.48808], [4.80721, 1.79390, -2.06225], [5.00720, 0.15520, -1.34868]], "mulliken_charge": [0.8743, -0.6618, 0.5235, 0.1242, -0.2564, -0.5705, 0.2411, 0.4933, -0.5754, -0.6982, -0.5095, 0.4836, 0.4340, -1.5882, 0.4481, -1.0664, -0.1699, -0.8771, -0.2493, 0.3859, 0.4394, 0.4362, 0.2163, 0.3270, 0.4334, 0.2449, 0.3555, 0.3215, 0.2408, 0.1792, -1.0879, -0.1769, -0.5340, -0.8880, 0.0350, -0.8007, -0.7689, -0.1218, -0.8687, 0.2620, 0.3975, 0.4084, 0.5265, 0.2921, 0.3985, 0.2919, 0.1948, 0.2833, 0.4487, 0.4548, 0.3744, 0.3328, 0.3283, 0.2383]}